# 1
Here is C22H42N4Se2TeTi as an isolated structure from OMol25. Energies are from wB97M-V/def2-TZVPD.

Calculated values
Expectation value of S²: 2.004
2S+1: 3
Charge: +2
LUMO level (alpha / beta), eV: -4.7 / -5.0
DFT total energy, Eh: -7002.3993
Kohn-Sham gap (alpha / beta), eV: 8.0 / 8.6
F_max, eV/Å: 0.8

Last column: Mulliken charge in e.
Element x y z (Å)
1 Ti -0.4394 -0.2641 -0.1605  0.45
2 C -0.2109 2.9837 -1.7445  -0.95
3 C -1.6228 2.6070 -1.2571  -0.78
4 N -1.7171 1.5953 -0.1828  0.30
5 C -3.1311 1.2167 -0.0340  -0.68
6 C -3.3027 0.0222 0.8679  -1.02
7 N -2.3769 -1.0630 0.5169  -0.04
8 C -2.9106 -2.1017 -0.3866  -0.68
9 C -3.3460 -1.6471 -1.7684  -0.93
10 C -2.3609 -0.8866 -2.6619  -0.82
11 N -0.9446 -0.8834 -2.2477  0.39
12 C -0.2087 -0.0119 -3.1808  -0.67
13 C 1.1590 0.3547 -2.6538  -0.92
14 N 1.1102 0.8590 -1.2665  0.08
15 C 1.0069 2.3249 -1.1159  -0.60
16 H -0.0721 4.0562 -1.6056  0.49
17 H -0.1614 2.8423 -2.8247  0.29
18 H -2.1956 2.2190 -2.1006  0.34
19 H -2.1449 3.5133 -0.9360  0.60
20 H -1.4322 2.0451 0.6844  -0.05
21 H -3.5058 0.9915 -1.0309  0.34
22 H -3.7337 2.0488 0.3451  0.55
23 H -4.3456 -0.3053 0.8129  0.42
24 H -3.1061 0.2995 1.9066  0.51
25 H -2.1265 -1.5297 1.3755  0.29
26 H -3.7858 -2.5826 0.0640  0.50
27 H -2.1269 -2.8613 -0.4547  0.00
28 H -4.2498 -1.0412 -1.6745  0.30
29 H -3.6734 -2.5520 -2.2829  0.45
30 H -2.6594 0.1598 -2.7241  0.29
31 H -2.4410 -1.2791 -3.6805  0.62
32 H -0.5826 -1.8315 -2.3385  -0.09
33 H -0.8148 0.8824 -3.3172  0.31
34 H -0.1091 -0.4755 -4.1678  0.50
35 H 1.6120 1.0815 -3.3365  0.42
36 H 1.8061 -0.5274 -2.6533  0.47
37 H 1.9823 0.6013 -0.8050  0.06
38 H 1.8814 2.8022 -1.5711  0.52
39 H 1.0577 2.5254 -0.0421  -0.05
40 C 0.5660 2.5322 2.7389  -1.21
41 Se 0.0388 0.6622 2.6018  0.28
42 C 1.4208 -0.0764 3.7639  -0.91
43 C 2.8186 0.1270 3.2229  -0.89
44 Se 3.0006 -0.5591 1.3952  0.12
45 C 4.9001 -0.9408 1.4488  -1.14
46 H -0.0992 3.1399 2.1287  0.45
47 H 1.5900 2.6590 2.3970  0.32
48 H 0.4628 2.8410 3.7762  0.42
49 H 1.1740 -1.1315 3.8788  0.41
50 H 1.2895 0.4179 4.7264  0.47
51 H 3.5264 -0.4267 3.8401  0.50
52 H 3.1037 1.1771 3.2528  0.43
53 H 5.1134 -1.5841 2.2976  0.37
54 H 5.4673 -0.0167 1.5059  0.39
55 H 5.1375 -1.4638 0.5260  0.32
56 C 0.3350 -4.2003 -1.3545  -1.11
57 Te 1.2676 -2.7155 -0.1054  0.41
58 C 0.7992 -4.0275 1.5250  -1.01
59 C 0.3678 -5.3274 0.8955  0.67
60 C 0.1802 -6.4510 1.6963  -0.69
61 C -0.2225 -7.6492 1.1349  -0.64
62 C -0.4391 -7.7356 -0.2342  -0.60
63 C -0.2534 -6.6234 -1.0351  -0.78
64 C 0.1497 -5.4139 -0.4756  0.33
65 H 0.9940 -4.4099 -2.1955  0.65
66 H -0.6279 -3.8645 -1.7469  0.39
67 H 0.0149 -3.5943 2.1460  0.45
68 H 1.6967 -4.1427 2.1304  0.57
69 H 0.3589 -6.3861 2.7619  0.47
70 H -0.3593 -8.5185 1.7622  0.43
71 H -0.7449 -8.6729 -0.6769  0.42
72 H -0.4125 -6.6934 -2.1039  0.48



# 2
Here is a 3-piece molecular cluster, C22H42N5O2S overall at a distorted geometry from OMol25. Energies are from wB97M-V/def2-TZVPD.

Calculated values
Expectation value of S²: 2.008
2S+1: 3
Charge: +1
LUMO level (alpha / beta), eV: -4.3 / -4.3
DFT total energy, Eh: -1685.5666
Kohn-Sham gap (alpha / beta), eV: 5.6 / 6.7
F_max, eV/Å: 1.4

Last column: Mulliken charge in e.
Element x y z (Å)
1 N -0.6647 -8.9813 -0.7526  -0.53
2 C -0.4528 -7.6919 -1.1600  0.48
3 N 0.7857 -7.2844 -1.2516  -0.90
4 N 0.9750 -6.0115 -1.5958  0.42
5 C 0.0353 -5.1441 -1.8797  -0.48
6 C -1.2959 -5.5235 -1.7893  -0.58
7 C -1.5709 -6.8226 -1.3995  0.57
8 S -3.1481 -7.4765 -1.1622  -0.19
9 H -1.4416 -9.4292 -1.2265  0.28
10 H 0.1589 -9.5556 -0.8949  0.31
11 H 1.9434 -5.7186 -1.6273  0.40
12 H 0.3337 -4.1415 -2.1511  0.67
13 H -2.0655 -4.7973 -1.9975  0.39
14 H -3.8203 -6.4032 -1.5859  0.18
15 C 3.3994 -2.6648 1.7412  -1.59
16 C 2.8265 -2.3153 0.3475  1.84
17 C 3.4202 -1.0185 -0.2219  -1.44
18 C 2.8446 0.2677 0.3658  -0.74
19 C 1.3196 0.2499 0.2950  -0.96
20 C 0.7150 -0.9760 0.9702  1.93
21 N 1.3306 -2.2182 0.3864  0.47
22 O 0.8017 -2.5025 -0.7515  -0.56
23 C 0.9139 -0.8638 2.4902  -2.07
24 C -0.7913 -1.0173 0.7463  -1.96
25 C 3.2428 -3.4617 -0.5669  -2.14
26 H 2.7518 -2.3887 2.5628  0.31
27 H 3.5474 -3.7414 1.8342  0.45
28 H 4.3617 -2.1798 1.9015  0.32
29 H 3.2400 -1.0037 -1.3017  0.39
30 H 4.5029 -1.0501 -0.0909  0.46
31 H 3.1887 0.4114 1.3930  0.31
32 H 3.2235 1.1194 -0.2005  0.43
33 H 0.9010 1.1413 0.7670  0.29
34 H 1.0108 0.2781 -0.7553  0.38
35 H 0.5713 -1.7645 3.0021  0.40
36 H 0.3182 -0.0273 2.8527  0.43
37 H 1.9383 -0.6621 2.7888  0.48
38 H -1.0508 -0.9809 -0.3099  0.34
39 H -1.2431 -0.1536 1.2324  0.41
40 H -1.2248 -1.9210 1.1791  0.47
41 H 2.7685 -4.3948 -0.2495  0.48
42 H 4.3215 -3.5900 -0.4861  0.37
43 H 3.0041 -3.2695 -1.6132  0.48
44 C -2.1194 6.4248 1.2291  -1.58
45 C -1.1320 5.2396 1.1125  1.75
46 C -0.0091 5.5116 0.1020  -1.34
47 C -0.3981 5.3546 -1.3660  -0.53
48 C -1.0645 3.9996 -1.5957  -0.93
49 C -2.2657 3.7781 -0.6782  1.92
50 N -1.8471 3.9737 0.7505  0.36
51 O -1.2312 2.9391 1.1954  -0.51
52 C -3.4052 4.7173 -1.1049  -2.18
53 C -2.8029 2.3610 -0.8327  -1.69
54 C -0.4956 5.0882 2.4889  -1.88
55 H -3.0353 6.2939 0.6668  0.35
56 H -2.4290 6.5561 2.2658  0.44
57 H -1.6576 7.3545 0.8963  0.30
58 H 0.8083 4.8122 0.3063  0.33
59 H 0.3875 6.5105 0.2890  0.45
60 H -1.0493 6.1720 -1.6861  0.29
61 H 0.4995 5.4257 -1.9828  0.42
62 H -1.3956 3.9058 -2.6321  0.45
63 H -0.3277 3.2069 -1.4257  0.01
64 H -4.2485 4.6501 -0.4165  0.39
65 H -3.7556 4.4144 -2.0916  0.45
66 H -3.1095 5.7584 -1.1912  0.46
67 H -2.0334 1.6109 -0.6615  0.14
68 H -3.1830 2.2341 -1.8463  0.43
69 H -3.6213 2.1778 -0.1353  0.46
70 H -1.2324 4.7892 3.2342  0.48
71 H -0.0865 6.0566 2.7793  0.43
72 H 0.3141 4.3619 2.4952  0.33



# 3
Here is C22H42NP3RuSSe as an isolated structure at a distorted geometry from OMol25. Energies are from wB97M-V/def2-TZVPD.

Calculated values
Energy relative to the best compared isomer or geometry (same formula, charge and spin), kJ/mol: 111.6
Expectation value of S²: 6.042
2S+1: 5
Charge: +4
LUMO level (alpha / beta), eV: -12.0 / -16.3
DFT total energy, Eh: -4835.2152
Kohn-Sham gap (alpha / beta), eV: 6.6 / 2.7
F_max, eV/Å: 2.8

Last column: Mulliken charge in e.
Element x y z (Å)
1 Ru -0.2888 0.0977 0.4249  0.07
2 P -2.6734 -0.0074 0.1961  0.77
3 P -0.1222 -2.1766 0.5878  1.27
4 P -0.3036 2.3821 0.5026  1.19
5 H 1.8326 -0.8107 -1.2995  0.43
6 C 1.5940 0.1190 -0.7727  -1.55
7 C 1.9553 0.1851 0.6140  -0.47
8 H 2.4195 -0.6990 1.0574  0.41
9 C -3.2058 -0.0711 -1.5700  -1.31
10 C -3.6586 -1.4322 0.8440  -1.36
11 C -3.7856 1.3591 0.7662  -1.43
12 C 1.5425 -2.9435 0.6862  -1.62
13 C -0.9160 -3.1546 1.9363  -1.24
14 C -0.7538 -2.9714 -0.9446  -1.13
15 C 1.2966 3.2795 0.5517  -1.55
16 C -1.1475 3.3044 1.8565  -1.18
17 C -1.0168 3.0988 -1.0312  -1.00
18 H 1.7897 1.0230 -1.3646  0.73
19 H 2.3995 1.1300 0.9511  0.52
20 H -4.3036 -0.1217 -1.6219  0.60
21 H -2.7623 -0.9615 -2.0470  0.30
22 H -2.8533 0.8513 -2.0662  0.26
23 H -4.6908 -1.2818 0.4877  0.55
24 H -3.6563 -1.4324 1.9435  0.39
25 H -3.2895 -2.3911 0.4487  0.39
26 H -4.8015 1.0895 0.4350  0.56
27 H -3.5157 2.3220 0.3055  0.39
28 H -3.7741 1.4307 1.8627  0.41
29 H 1.4420 -4.0178 0.4588  0.53
30 H 1.9542 -2.8254 1.6981  0.37
31 H 2.2303 -2.4927 -0.0396  0.42
32 H -1.0098 -4.1984 1.5987  0.49
33 H -1.9146 -2.7799 2.1854  0.27
34 H -0.2913 -3.1307 2.8407  0.33
35 H -0.3583 -3.9962 -0.9866  0.54
36 H -0.4036 -2.4117 -1.8232  0.15
37 H -1.8500 -3.0064 -0.9481  0.30
38 H 1.0984 4.3434 0.3397  0.56
39 H 1.9861 2.8877 -0.2067  0.42
40 H 1.7571 3.1910 1.5458  0.34
41 H -1.0643 4.3840 1.6496  0.48
42 H -0.6665 3.0790 2.8145  0.38
43 H -2.2104 3.0344 1.9238  0.28
44 H -0.6981 4.1490 -1.0979  0.51
45 H -2.1127 3.0564 -1.0168  0.24
46 H -0.6445 2.5481 -1.9076  0.07
47 C 0.9504 0.2401 -4.8985  0.54
48 C 2.2078 -0.0221 -4.3369  0.02
49 C 3.3587 0.0466 -5.1231  -0.48
50 C 3.2718 0.3112 -6.4924  -0.56
51 C 2.0062 0.4924 -7.0911  -0.39
52 C 0.8399 0.4494 -6.3090  -0.41
53 Se -0.5523 0.2983 -3.6709  0.41
54 H 0.0703 0.2472 -2.2233  0.06
55 H 2.2598 -0.2564 -3.2802  0.45
56 H 4.3259 -0.1101 -4.6418  0.46
57 H 4.1771 0.3733 -7.1017  0.47
58 H 1.9418 0.6701 -8.1738  0.46
59 H -0.1501 0.5785 -6.7635  0.47
60 S -0.9485 0.0921 2.7504  -0.30
61 C 0.3781 -0.2505 3.8232  0.30
62 N 0.1962 -1.3376 4.6565  -0.09
63 C 1.1426 -1.7096 5.5630  -0.38
64 C 2.2395 -0.8915 5.7511  -0.59
65 C 2.3906 0.2886 4.9911  -0.41
66 C 1.4478 0.6149 4.0405  -0.33
67 H -0.6752 -1.8497 4.5668  0.37
68 H 0.9128 -2.6305 6.0953  0.50
69 H 2.9628 -1.1529 6.5148  0.47
70 H 3.2540 0.9425 5.1454  0.48
71 H 1.4376 1.5348 3.4391  0.37